Below is a single C18H21ClN2O4S molecule, with properties calculated with wB97M-V/def2-TZVPD.

Atoms and positions in Å:
C -0.4924 -3.0147 0.5810
C -0.9658 -1.6137 0.4962
O -2.2847 -1.3472 0.3915
C -2.3796 -0.0027 0.2954
C -3.6664 0.6443 0.1696
C -3.7310 2.0336 0.0605
C -4.9573 2.6564 -0.0618
C -6.1276 1.9138 -0.0766
C -6.0541 0.5332 0.0320
Cl -7.5086 -0.4000 0.0146
C -4.8373 -0.1119 0.1546
N -1.2191 0.5878 0.3359
C -0.3016 -0.4134 0.4675
C 1.1467 -0.1577 0.4843
S 1.8886 -0.7443 -1.0978
O 0.8950 -1.4025 -1.8971
O 2.6155 0.3435 -1.7062
C 3.1330 -1.9938 -0.6008
C 4.0112 -1.3633 0.4632
O 4.0097 -1.7532 1.6152
N 4.7476 -0.3444 -0.0032
C 5.5203 0.5247 0.8639
C 6.6598 1.1654 0.0682
C 6.0752 2.4595 -0.5314
C 4.6736 2.6229 0.0800
C 4.6898 1.7288 1.3182
H 0.3245 -3.0955 1.2956
H -0.1380 -3.3354 -0.3991
H -1.3104 -3.6611 0.8881
H -2.8112 2.5948 0.0724
H -5.0104 3.7310 -0.1474
H -7.0874 2.3964 -0.1720
H -4.7904 -1.1861 0.2364
H 1.3468 0.9078 0.5433
H 1.6622 -0.7022 1.2717
H 3.6828 -2.2448 -1.5036
H 2.6038 -2.8602 -0.2169
H 4.4991 0.0364 -0.9077
H 5.8626 -0.0883 1.7007
H 7.0308 0.4857 -0.6972
H 7.4853 1.3942 0.7412
H 6.7068 3.3102 -0.2772
H 6.0197 2.4053 -1.6175
H 4.4554 3.6604 0.3270
H 3.9111 2.2750 -0.6184
H 3.6951 1.4385 1.6520
H 5.2025 2.2246 2.1432

Forces on the atoms, in the same order (eV/Å):
C -0.3 0.1 -0.2
C 1.1 0.6 0.2
O -0.4 0.0 -0.1
C 1.2 0.4 0.1
C -0.7 0.0 0.0
C 0.1 -0.2 0.0
C 0.0 0.0 0.0
C 0.0 -0.1 0.0
C 0.2 0.2 0.0
Cl -0.2 -0.1 0.0
C 0.1 0.1 0.0
N -0.8 0.3 -0.1
C -0.8 -1.2 0.2
C 0.2 -0.4 -0.5
S 0.3 -0.4 -0.3
O -0.1 -0.2 0.1
O 0.1 0.3 0.0
C -0.7 0.6 0.1
C 0.2 -0.1 -0.1
O -0.1 -0.1 0.2
N 0.3 0.3 -0.2
C 0.2 -0.1 0.4
C 0.0 -0.1 0.0
C 0.0 0.1 -0.1
C 0.0 0.1 0.1
C 0.0 -0.1 -0.1
H 0.0 0.0 0.1
H 0.0 -0.1 0.0
H 0.0 -0.1 0.1
H 0.1 0.1 0.0
H 0.0 0.1 0.0
H -0.1 0.0 0.0
H 0.0 -0.1 0.0
H 0.1 0.0 0.0
H 0.1 0.0 0.2
H -0.1 0.1 -0.2
H 0.0 0.0 0.1
H 0.0 -0.2 0.0
H 0.0 0.1 -0.1
H 0.1 -0.1 0.0
H 0.0 0.0 0.0
H 0.0 0.0 -0.1
H 0.1 0.1 0.0
H -0.1 0.0 -0.1
H 0.0 0.1 0.0
H 0.0 0.0 0.1
H 0.0 0.0 0.1

Calculated values
calculated total energy: -53535.31840 eV
highest occupied orbital energy: -8.42 eV
SMILES: Cc1oc(-c2cccc(Cl)c2)nc1CS(=O)(=O)CC(=O)NC1CCCC1
LUMO level: 0.013 Ha
ΔE to the lowest compared entry with this formula, charge and spin: 0.0 kJ/mol


Below is a molecular structure, C18H21CoN7S3, with properties calculated with wB97M-V/def2-TZVPD.

Atoms and positions in Å:
Co -1.5074 0.5726 1.1560
C 3.8046 3.4078 -0.1234
C 3.9811 2.8013 1.2569
N 2.6881 2.4844 1.8918
C 1.6963 1.7048 1.4398
S 0.1134 2.2009 1.8060
N 2.0282 0.5829 0.7399
N 0.0857 -0.7411 0.8041
C -0.1981 -1.9706 0.5608
C 0.5315 -2.8497 -0.3902
C -1.4452 -2.4033 1.2599
C -1.8114 -3.7255 1.4255
C -3.0111 -4.0033 2.0759
C -3.7981 -2.9567 2.5130
C -3.3662 -1.6539 2.2931
N -2.2155 -1.3842 1.6887
H 4.7732 3.7083 -0.5221
H 3.1622 4.2876 -0.0877
H 3.3633 2.6872 -0.8137
H 4.4650 3.4978 1.9397
H 4.6120 1.9185 1.2165
H 2.3196 3.2327 2.4612
H 0.0998 -2.7323 -1.3888
H 0.4551 -3.8971 -0.1172
H 1.5785 -2.5537 -0.4443
H -1.1830 -4.5278 1.0716
H -3.3209 -5.0280 2.2277
H -4.7419 -3.1307 3.0089
H -3.9582 -0.7959 2.5849
C -5.0114 1.1879 -3.1276
S -5.2072 1.6110 -1.3887
C -3.6291 1.3238 -0.7373
S -3.5086 1.7309 0.9530
N -2.7084 0.8476 -1.5395
N -1.5212 0.5835 -0.9281
C -0.4966 0.4782 -1.7331
C 0.8201 0.2229 -1.2785
C 1.9381 0.2889 -2.1334
C 3.2343 -0.0340 -1.8215
C 3.8185 -0.3305 -0.5358
C 3.3208 0.0055 0.6663
N 1.0932 -0.1694 0.0365
H -5.9147 1.5412 -3.6208
H -4.9142 0.1136 -3.2598
H -4.1442 1.6928 -3.5423
H -0.6563 0.6152 -2.7984
H 1.7287 0.5821 -3.1554
H 3.9309 -0.0541 -2.6503
H 4.7940 -0.8009 -0.5431
H 3.8324 -0.1693 1.6034

Forces on the atoms, in the same order (eV/Å):
Co -0.3 0.1 0.0
C 0.0 0.0 0.0
C 0.0 0.0 0.0
N 0.0 0.0 0.1
C 0.0 0.0 -0.1
S 0.0 -0.1 0.0
N 0.1 0.0 0.1
N 0.2 -0.2 0.0
C -0.3 0.1 0.2
C 0.1 0.1 0.0
C 0.2 0.1 -0.2
C -0.1 0.1 0.1
C 0.1 0.0 -0.1
C 0.0 0.1 0.0
C 0.0 0.0 0.0
N 0.1 -0.1 0.0
H 0.0 0.0 0.0
H 0.0 0.0 0.0
H 0.0 0.0 0.0
H 0.0 0.0 0.0
H 0.0 0.0 0.0
H 0.0 0.0 0.1
H 0.0 0.0 0.0
H 0.0 0.0 0.0
H 0.0 0.0 0.0
H 0.0 0.0 0.0
H 0.0 0.0 0.0
H 0.0 0.0 0.0
H 0.0 0.0 0.0
C 0.0 0.0 0.0
S 0.0 0.1 0.0
C -0.1 -0.2 0.0
S 0.1 -0.1 0.0
N 0.1 0.1 0.1
N 0.0 0.1 -0.1
C 0.0 0.0 0.1
C 0.0 0.0 0.0
C 0.0 0.0 -0.1
C 0.0 0.0 0.0
C 0.0 0.0 0.0
C 0.0 0.0 -0.1
N -0.1 -0.1 -0.1
H 0.0 0.0 0.0
H 0.0 0.0 0.0
H 0.0 0.0 0.0
H 0.0 0.0 0.0
H 0.0 0.0 0.0
H 0.0 0.0 0.0
H 0.0 0.0 0.0
H 0.0 0.0 0.0

Calculated values
spin multiplicity: 5
⟨S²⟩: 6.09
calculated total energy: -99562.97873 eV
total charge: +1
highest occupied orbital energy (alpha / beta): -10.00 / -10.87 eV
LUMO level (alpha / beta): -0.128 / -0.167 Ha


Below is a single C18H21F3N4O2 molecule, with properties calculated with wB97M-V/def2-TZVPD.

Atoms and positions in Å:
C -6.2656 -1.9736 1.3955
C -4.8287 -2.1402 0.9079
N -4.4505 -1.1290 -0.0443
C -4.2844 0.2572 0.3240
C -3.5088 0.8508 -0.8593
C -1.9970 0.7162 -0.6287
N -1.5872 1.3345 0.6229
C -1.4881 2.7784 0.5403
C -0.4354 0.7177 1.2280
C 0.8525 0.7812 0.4648
N 1.9874 0.2831 0.8475
C 2.8312 0.5932 -0.1836
C 4.2347 0.2279 -0.1981
C 4.7713 -0.4746 0.8788
C 6.1060 -0.8268 0.8739
C 6.9037 -0.4774 -0.2102
C 8.3567 -0.8599 -0.1786
F 8.5355 -2.1575 0.1262
F 9.0397 -0.1649 0.7528
F 8.9887 -0.6519 -1.3408
C 6.3759 0.2244 -1.2867
C 5.0402 0.5758 -1.2803
N 2.2292 1.2496 -1.1419
O 0.9413 1.3766 -0.7297
C -3.9392 -0.0407 -2.0248
C -4.2781 -1.3700 -1.3611
O -4.3756 -2.4499 -1.8996
H -6.9500 -1.9900 0.5510
H -6.3870 -1.0337 1.9291
H -6.5230 -2.7879 2.0670
H -4.7180 -3.0999 0.3968
H -4.1381 -2.1052 1.7589
H -3.7208 0.3483 1.2560
H -5.2581 0.7476 0.4475
H -3.7699 1.8964 -1.0239
H -1.4610 1.1421 -1.4901
H -1.7616 -0.3498 -0.5753
H -1.2120 3.1731 1.5170
H -2.4618 3.1833 0.2733
H -0.7539 3.1180 -0.2019
H -0.6492 -0.3417 1.4090
H -0.2567 1.1798 2.2051
H 4.1304 -0.7345 1.7061
H 6.5342 -1.3727 1.7007
H 7.0075 0.4887 -2.1207
H 4.6056 1.1188 -2.1041
H -3.1708 -0.1666 -2.7852
H -4.8411 0.3359 -2.5108

Forces on the atoms, in the same order (eV/Å):
C 0.3 0.0 -0.1
C -0.2 -0.2 0.0
N 0.1 0.1 0.3
C -0.1 0.3 0.0
C 0.1 -0.1 0.1
C -0.4 0.1 0.0
N 0.2 -0.1 -0.1
C 0.0 0.1 0.0
C -0.3 0.0 0.1
C 0.8 -0.3 0.1
N -0.4 0.0 0.3
C -1.1 0.4 -0.2
C 0.6 -0.1 -0.1
C -0.1 0.1 -0.1
C 0.1 0.1 -0.2
C 0.0 0.0 0.0
C 0.3 -0.1 0.1
F -0.2 -0.1 0.1
F -0.1 0.1 0.1
F -0.1 0.1 -0.2
C 0.1 -0.1 0.1
C -0.1 -0.1 0.2
N 1.2 -0.1 -0.5
O -0.8 0.0 0.5
C 0.0 0.1 0.0
C 0.2 0.2 -0.3
O -0.1 -0.3 -0.3
H -0.1 0.0 -0.1
H -0.1 0.1 0.1
H -0.1 -0.1 0.1
H 0.1 0.1 0.1
H 0.0 0.0 -0.1
H -0.1 0.0 0.0
H 0.1 0.0 0.1
H 0.0 0.0 0.0
H 0.0 -0.1 0.0
H 0.1 0.0 0.0
H 0.0 0.1 0.0
H 0.0 0.1 0.0
H 0.0 0.0 0.0
H 0.1 0.1 0.0
H 0.0 -0.1 -0.1
H 0.0 0.0 0.1
H 0.0 -0.1 0.1
H 0.0 0.0 0.0
H 0.0 0.1 -0.1
H 0.0 -0.1 0.0
H 0.0 0.0 0.0

Calculated values
calculated total energy: -37215.10080 eV
highest occupied orbital energy: -9.15 eV
SMILES: CCN1C[C@@H](CN(C)Cc2nc(-c3ccc(C(F)(F)F)cc3)no2)CC1=O
LUMO level: 0.003 Ha
ΔE to the lowest compared entry with this formula, charge and spin: 5.0 kJ/mol


Below is a single C18H21F3N4O3S molecule, with properties calculated with wB97M-V/def2-TZVPD.

Atoms and positions in Å:
O 2.7876 1.4857 -2.0453
C 1.9148 1.4869 -1.2057
C 2.1212 1.9711 0.2262
C 1.3645 3.2686 0.4796
S 1.1233 3.5417 2.2730
C -0.1519 2.4123 2.5824
N -0.7820 1.8377 1.5620
C -1.7665 0.9886 1.8514
C -2.5151 0.4375 0.7467
C -2.6356 0.8611 -0.5579
C -3.5479 -0.0187 -1.1727
C -3.9147 -0.9111 -0.2066
O -3.3061 -0.6405 0.9502
C -2.0913 0.6652 3.1774
C -1.3675 1.3365 4.1480
C -1.6519 1.1307 5.6200
F -2.3497 0.0036 5.8393
F -0.5430 1.0470 6.3545
F -2.3881 2.1335 6.1222
N -0.4205 2.2124 3.8700
N 0.6558 1.0555 -1.4335
C 0.2477 0.4909 -2.6968
C -0.1987 -0.9820 -2.5918
N 0.7692 -1.9492 -2.1351
C 2.0174 -1.9825 -2.8782
C 2.7589 -3.2672 -2.5018
O 2.9984 -3.3396 -1.1150
C 1.7925 -3.2627 -0.3959
C 1.0471 -1.9629 -0.7119
H 3.1878 2.1148 0.3976
H 1.7594 1.1945 0.9039
H 0.3728 3.2586 0.0318
H 1.9228 4.1304 0.1206
H -2.1600 1.7133 -0.9968
H -3.8848 0.0068 -2.1881
H -4.5786 -1.7528 -0.2278
H -2.8657 -0.0433 3.4126
H -0.0045 1.0402 -0.6695
H -0.5847 1.0712 -3.1107
H 1.1045 0.5824 -3.3674
H -1.0637 -1.0476 -1.9251
H -0.5195 -1.2923 -3.5920
H 1.7938 -1.9902 -3.9466
H 2.6604 -1.1177 -2.6495
H 3.7377 -3.3040 -2.9820
H 2.1593 -4.1344 -2.8187
H 2.0611 -3.3109 0.6609
H 1.1475 -4.1173 -0.6519
H 0.1052 -1.9328 -0.1583
H 1.6814 -1.1187 -0.3976

Forces on the atoms, in the same order (eV/Å):
O 0.4 0.0 -0.3
C 0.0 0.1 0.7
C 0.1 -0.1 -0.3
C -0.2 0.1 0.6
S 0.5 0.4 -0.4
C -0.4 -0.3 0.0
N -0.1 -0.1 -0.3
C -0.1 -0.2 1.0
C 0.1 0.5 -1.2
C 0.2 -0.2 0.9
C -0.3 -0.5 0.3
C -0.2 0.2 -1.0
O 0.2 0.0 0.6
C 0.2 0.2 -0.2
C -0.1 -0.1 -0.4
C -0.2 -0.1 0.7
F -0.1 -0.1 -0.2
F 0.2 0.1 -0.2
F 0.0 0.2 -0.2
N 0.2 0.1 0.3
N -0.4 -0.1 -0.1
C -0.1 -0.3 -0.1
C 0.0 0.3 -0.1
N 0.1 0.1 0.1
C 0.1 -0.3 0.2
C 0.0 0.2 -0.4
O 0.2 0.0 0.0
C -0.3 0.2 0.3
C 0.2 -0.4 0.1
H -0.1 -0.1 0.0
H 0.0 0.0 0.0
H 0.1 0.1 -0.1
H 0.0 0.0 0.0
H 0.2 0.2 0.0
H -0.1 -0.1 -0.2
H -0.1 -0.1 0.1
H -0.1 -0.1 0.0
H 0.1 0.1 0.1
H 0.1 0.0 -0.1
H -0.1 0.0 0.0
H 0.0 0.0 -0.1
H -0.1 0.1 0.0
H 0.1 0.0 -0.1
H 0.0 0.0 -0.1
H -0.1 0.0 0.0
H 0.1 0.1 0.0
H -0.1 0.0 0.0
H 0.0 0.1 0.1
H 0.0 0.0 0.0
H -0.1 -0.1 0.1

Calculated values
calculated total energy: -50097.75923 eV
highest occupied orbital energy: -8.42 eV
SMILES: O=C(CCSc1nc(-c2ccco2)cc(C(F)(F)F)n1)NCCN1CCOCC1
LUMO level: -0.026 Ha
ΔE to the lowest compared entry with this formula, charge and spin: 19.1 kJ/mol